{"formula": "C31H51N4O2PdTe", "method": "wB97M-V/def2-TZVPD", "total_energy_ha": -1977.273014, "gap_ev": 5.474, "de_lowest_ev": 0.0000, "charge": -1, "lumo_ev": 2.40, "elements": ["Pd", "C", "C", "N", "C", "C", "C", "C", "N", "H", "H", "H", "H", "H", "H", "H", "H", "H", "H", "H", "H", "H", "H", "C", "C", "C", "C", "H", "H", "H", "H", "H", "H", "H", "H", "H", "C", "C", "C", "C", "C", "H", "H", "H", "H", "H", "H", "H", "H", "H", "H", "C", "C", "C", "C", "C", "C", "C", "O", "C", "C", "C", "H", "H", "H", "H", "H", "H", "H", "H", "H", "H", "H", "H", "Te", "N", "C", "O", "C", "C", "C", "N", "C", "C", "H", "H", "H", "H", "H", "H"], "coordinates": [[-0.23514, 0.03207, 0.11458], [-2.84808, 2.75341, 5.19620], [-3.83123, 3.19321, 4.11233], [-3.23410, 3.43419, 2.81004], [-2.78650, 4.77602, 2.49674], [-1.38749, 5.12721, 3.00061], [-2.87613, 2.38667, 1.97766], [-3.47787, 1.03312, 2.26027], [-2.06896, 2.44245, 0.99292], [-3.37490, 2.55803, 6.13293], [-2.09373, 3.51745, 5.38157], [-2.32390, 1.84398, 4.90218], [-4.32548, 4.11882, 4.41959], [-4.62003, 2.44655, 4.01174], [-3.51797, 5.47692, 2.90877], [-2.82729, 4.89273, 1.41111], [-1.35081, 5.12410, 4.09011], [-1.09400, 6.12198, 2.65824], [-0.65302, 4.40443, 2.64357], [-4.56976, 1.06601, 2.26991], [-3.14189, 0.63584, 3.21992], [-3.12573, 0.35861, 1.48263], [-1.63211, 3.35014, 0.84779], [-3.82175, -1.48807, -2.18371], [-2.55761, -1.59336, -1.32541], [-1.68828, -2.73816, -1.83627], [-1.77905, -0.27563, -1.28915], [-4.37426, -2.43397, -2.22839], [-3.55247, -1.20737, -3.20830], [-4.49350, -0.71653, -1.79851], [-2.86527, -1.84269, -0.30219], [-1.40425, -2.55376, -2.87915], [-2.21239, -3.69903, -1.79874], [-0.77588, -2.81455, -1.24391], [-2.49981, 0.54194, -1.11787], [-1.36537, -0.11657, -2.30280], [2.81280, 1.24688, 2.83157], [1.43700, 0.57726, 2.96407], [0.38278, 1.68369, 3.00809], [1.39281, -0.16698, 4.29894], [1.23673, -0.31041, 1.72192], [2.97085, 2.00073, 3.60953], [2.90255, 1.73767, 1.85833], [3.61215, 0.50377, 2.90823], [0.51219, 2.33039, 3.88614], [-0.61034, 1.23572, 3.03522], [0.42809, 2.29158, 2.10114], [1.65701, 0.51123, 5.12092], [2.09227, -1.00651, 4.30135], [0.39750, -0.57208, 4.48398], [2.22967, -0.64479, 1.40035], [2.49808, -7.63185, -3.15251], [2.40354, -6.19752, -2.70800], [2.02746, -5.19733, -3.59081], [1.91329, -3.86857, -3.19550], [1.47471, -2.85902, -4.21916], [2.20245, -3.53296, -1.85993], [2.09973, -2.14181, -1.37658], [1.74417, -1.20229, -2.04656], [2.59399, -4.53615, -0.95159], [2.91607, -4.23562, 0.48743], [2.68248, -5.84823, -1.39354], [2.29608, -7.72857, -4.21910], [1.77898, -8.25374, -2.61546], [3.49159, -8.04002, -2.95653], [1.79992, -5.45729, -4.61953], [1.29045, -3.35933, -5.17134], [2.22867, -2.08465, -4.36364], [0.57344, -2.34017, -3.89742], [2.37028, -1.98432, -0.32160], [2.08683, -3.72676, 0.98786], [3.78875, -3.58433, 0.57812], [3.13379, -5.16093, 1.02050], [2.97553, -6.61977, -0.68844], [-0.14924, -1.89930, 1.73374], [1.33420, 4.40779, -5.17450], [2.17150, 4.00141, -4.16561], [3.35333, 4.28492, -4.18029], [1.54318, 3.22712, -3.05818], [2.36942, 2.54627, -2.17616], [1.79878, 1.79503, -1.16528], [0.47661, 1.69611, -0.99735], [-0.31941, 2.37248, -1.82540], [0.16908, 3.14540, -2.86309], [1.80176, 4.77473, -5.98687], [0.49006, 3.88783, -5.34198], [3.44168, 2.59683, -2.29848], [2.39222, 1.22813, -0.46131], [-1.37917, 2.26799, -1.63626], [-0.53234, 3.68415, -3.48648]], "mulliken_charge": [0.979, -0.769, -0.821, 0.250, -1.114, -0.513, 0.612, -0.961, -0.105, 0.403, 0.199, 0.121, 0.390, 0.377, 0.408, 0.515, 0.259, 0.384, -0.019, 0.496, 0.175, -0.240, 0.089, -1.769, 1.225, -0.976, -1.665, 0.428, 0.312, 0.396, 0.123, 0.126, 0.437, -0.133, 0.295, 0.565, -1.982, 3.211, -1.413, -2.129, -1.620, 0.443, 0.277, 0.478, 0.565, -0.094, 0.069, 0.451, 0.407, 0.409, 0.678, -1.492, 0.712, -0.941, 0.596, -1.213, 0.942, -0.153, -0.407, 1.123, -1.410, -0.995, 0.345, 0.313, 0.335, 0.219, 0.369, 0.291, 0.105, -0.066, 0.072, 0.346, 0.366, 0.324, -0.642, -0.402, 0.218, -0.632, 1.093, -1.272, -0.138, 0.396, -0.765, -1.174, 0.255, 0.199, 0.473, 0.538, 0.492, 0.352]}

{"formula": "C16H27NO3", "method": "wB97M-V/def2-TZVPD", "total_energy_ha": -906.403523, "gap_ev": 9.796, "de_lowest_ev": 0.0000, "charge": 0, "lumo_ev": 0.68, "elements": ["C", "H", "H", "H", "C", "C", "C", "N", "C", "O", "C", "H", "C", "H", "H", "C", "H", "H", "C", "C", "O", "O", "H", "C", "H", "H", "H", "C", "C", "H", "H", "H", "C", "H", "H", "H", "C", "H", "C", "H", "H", "H", "H", "H", "H", "H", "H"], "coordinates": [[3.44331, -1.33482, -2.50420], [3.97988, -2.12935, -1.98939], [4.14220, -0.82768, -3.16576], [3.09538, -0.62160, -1.76266], [2.28248, -1.91744, -3.30993], [1.25481, -2.61857, -2.39955], [0.06043, -1.69799, -2.10980], [0.50819, -0.33479, -1.97506], [0.72922, 0.36211, -0.83989], [1.19116, 1.49232, -0.88597], [0.38188, -0.30064, 0.49102], [0.52014, -1.37775, 0.40182], [1.30404, 0.24005, 1.59987], [2.06060, -0.49102, 1.88415], [1.81396, 1.13066, 1.23118], [0.39540, 0.60436, 2.76950], [0.81871, 1.39307, 3.38879], [0.22055, -0.26201, 3.40717], [-0.90542, 1.04393, 2.09376], [-2.10913, 1.04118, 3.01202], [-3.22292, 1.36483, 2.68653], [-1.83197, 0.66041, 4.26600], [-2.63499, 0.70446, 4.80960], [-0.76829, 2.47887, 1.56529], [-0.45578, 3.13651, 2.37460], [-0.02656, 2.52291, 0.77393], [-1.72112, 2.83741, 1.18621], [-1.08012, -0.00169, 0.94711], [-1.70049, -1.28891, 1.50895], [-1.74153, -2.05873, 0.73961], [-1.12735, -1.67675, 2.34722], [-2.71957, -1.10396, 1.84097], [-1.99029, 0.50759, -0.16924], [-1.54748, 1.34337, -0.70153], [-2.19468, -0.28571, -0.88543], [-2.93539, 0.83036, 0.26174], [0.95333, 0.23692, -3.23572], [1.67440, 1.02095, -2.99586], [1.57880, -0.83468, -4.13437], [0.81036, -1.30754, -4.74975], [2.29094, -0.35967, -4.80980], [0.10294, 0.70769, -3.74447], [-0.47493, -2.02819, -1.22241], [-0.64544, -1.72820, -2.94684], [0.88701, -3.53193, -2.86966], [1.73874, -2.89902, -1.46272], [2.69833, -2.65604, -4.00391]], "nbo_charge": [-0.609, 0.209, 0.209, 0.210, -0.214, -0.409, -0.214, -0.450, 0.722, -0.663, -0.333, 0.217, -0.413, 0.211, 0.240, -0.388, 0.218, 0.211, -0.165, 0.820, -0.614, -0.688, 0.498, -0.623, 0.210, 0.247, 0.227, 0.056, -0.628, 0.206, 0.210, 0.221, -0.642, 0.221, 0.204, 0.239, -0.227, 0.240, -0.414, 0.200, 0.220, 0.197, 0.215, 0.197, 0.211, 0.203, 0.208]}

Q: Among the records above, which one has the highest charge?
A: C16H27NO3

Q: Which formula does entry 1 have?
A: C31H51N4O2PdTe

Q: Look up the charge of the first one.
A: -1

Q: Among the records above, which one has the highest charge?
A: C16H27NO3